13
Properties=species:S:1:pos:R:3:forces:R:3:mulliken_charge:R:1 method="wB97M-V/def2-TZVPD" homo_lumo_gap_ev=9.54 charge=0 smiles=c1cc(-n2[nH][nH]2)nnn1 relative_energy_kj_mol=487.4 total_energy_ha=-445.02452 spin_multiplicity=1 e_lumo_ha=-0.017 fmax_ev_per_a=4.13
C 2.108412 -0.700754 -0.286294 -1.0 2.2 0.8 -0.33
C 0.780316 -1.126807 -0.264215 -0.6 -1.1 0.1 -0.18
C -0.110717 -0.197942 0.231328 -2.3 0.9 0.5 0.53
N -1.731315 -0.609593 0.338975 3.6 1.9 0.6 -0.05
N -2.483767 0.590224 0.697966 0.9 1.1 0.4 -0.38
N -2.449270 0.134382 -0.675079 1.3 1.2 -1.1 -0.26
N 0.234108 1.046744 0.645305 -1.8 -2.0 -0.3 0.02
N 1.473973 1.417301 0.594605 0.5 -0.7 -0.9 -0.56
N 2.359055 0.585519 0.106251 1.2 -0.8 0.1 -0.22
H 3.036633 -1.208799 -0.534802 -0.6 -0.3 -0.3 0.44
H 0.321853 -2.106870 -0.543141 1.0 0.7 0.1 0.34
H -1.849414 1.486011 0.879513 -0.9 -2.5 -0.8 0.35
H -1.689864 0.690581 -1.190416 -1.3 -0.6 0.7 0.30

***

61
Properties=species:S:1:pos:R:3:forces:R:3:mulliken_charge:R:1 method="wB97M-V/def2-TZVPD" homo_lumo_gap_ev=6.21 charge=0 smiles="CCCCN(CCCCOC(=O)O)C(=S)SCCC.COP(=O)(OC)OC" relative_energy_kj_mol=519.0 total_energy_ha=-2349.00681 spin_multiplicity=1 e_lumo_ha=-0.087 fmax_ev_per_a=9.09
C 5.295762 -2.991843 2.367525 0.2 0.9 -0.8 -1.10
C 5.169506 -3.408488 0.817374 -0.4 0.0 1.2 -0.30
C 3.611005 -3.589317 0.440758 0.4 -0.1 0.1 -0.56
C 3.139443 -2.600298 -0.731600 1.8 -0.9 0.2 -0.85
N 3.009119 -1.246423 -0.144073 -0.2 1.0 -0.7 0.43
C 1.728846 -0.988093 0.544725 -0.9 -0.1 0.6 -1.18
C 0.399857 -1.160343 -0.321494 -1.0 1.0 0.7 -0.37
C -0.819298 -1.849336 0.498711 -0.5 1.0 -1.5 -0.66
C -1.798850 -0.728630 1.131717 2.0 -0.9 0.0 -0.44
O -3.152298 -1.232443 0.949063 -2.0 1.3 2.0 -0.24
C -4.050473 -0.603410 1.797654 -0.8 1.3 1.6 0.65
O -3.786599 0.236747 2.664323 0.0 -2.0 -2.2 -0.56
O -5.409519 -0.962200 1.628321 2.6 -0.5 0.3 -0.45
C 3.444836 -0.170548 -1.026958 0.3 0.3 0.1 -0.03
S 2.618949 0.491636 -2.307580 0.8 -0.9 1.4 -0.18
S 5.148416 0.510220 -0.710157 -1.3 -0.3 0.1 -0.13
C 5.506130 0.480386 1.105097 0.9 -1.1 1.6 0.00
C 6.669977 1.518682 1.509553 -0.5 0.4 -0.5 -0.59
C 6.376319 3.023446 1.064205 1.0 0.4 -0.1 -0.87
H 6.388343 -2.753859 2.613417 -1.5 -0.6 -0.2 0.32
H 4.879370 -3.781652 3.068448 0.5 1.0 -0.9 0.36
H 4.733000 -1.999279 2.491772 0.6 -1.5 0.1 0.21
H 5.666710 -2.588002 0.200451 -0.7 -1.2 0.6 0.24
H 5.731728 -4.393809 0.716050 -0.7 1.3 -0.3 0.36
H 3.440175 -4.678916 0.181557 0.0 1.3 0.1 0.40
H 3.020118 -3.388008 1.399471 0.6 -0.2 -1.4 0.19
H 2.243594 -2.973426 -1.315584 0.8 0.6 0.8 0.33
H 4.013781 -2.551317 -1.472362 -1.3 -0.1 0.9 0.50
H 1.770201 0.055704 1.016844 0.0 -1.4 -0.8 0.34
H 1.640454 -1.706195 1.436446 0.4 0.9 -1.3 0.32
H 0.530486 -1.660425 -1.325478 0.1 0.4 1.3 0.45
H 0.021802 -0.100627 -0.549736 0.6 -1.5 0.0 0.35
H -0.463756 -2.589529 1.276693 -0.5 0.9 -0.9 0.41
H -1.453511 -2.369792 -0.301435 0.9 0.4 1.3 0.26
H -1.719233 0.269292 0.600488 0.0 -1.2 0.6 0.29
H -1.490907 -0.629204 2.219578 -1.0 0.2 -1.2 0.25
H -5.899492 -0.574910 2.381234 0.7 0.0 -0.4 0.32
H 5.926785 -0.556720 1.352051 -0.7 1.4 -0.3 -0.21
H 4.584749 0.611310 1.753634 0.9 0.1 -1.0 0.29
H 7.641463 1.169772 1.036070 -1.2 0.4 0.5 0.31
H 6.847891 1.525768 2.639784 -0.4 -0.4 -1.5 0.35
H 5.704286 3.121699 0.153517 0.8 -0.3 1.2 0.27
H 7.387457 3.481477 0.773580 -1.5 -0.5 0.4 0.25
H 5.978526 3.674878 1.911012 0.3 -1.0 -1.1 0.27
C -6.434351 4.304366 -3.796703 -0.7 0.3 0.6 -0.59
O -5.472683 3.457791 -3.197035 2.3 -1.0 2.1 -0.50
P -5.853258 1.860617 -2.704625 -5.8 -0.9 -7.0 1.28
O -5.848440 1.332718 -4.129901 1.0 0.1 1.4 -0.61
O -7.391152 2.291151 -2.286416 0.6 0.2 0.8 -0.37
C -7.608239 3.123994 -1.154641 -0.3 0.1 -0.1 -0.85
O -6.130383 0.292346 -2.047062 2.6 1.8 1.4 -0.34
C -5.691747 0.117599 -0.699392 -0.3 -0.2 -0.2 -0.81
H -5.930248 4.890716 -4.563314 0.3 -0.1 0.1 0.26
H -7.252514 3.750543 -4.254383 0.1 -0.1 0.1 0.32
H -6.824790 5.001670 -3.046288 -0.1 0.0 -0.2 0.22
H -8.241344 3.961172 -1.458521 0.1 0.0 0.1 0.30
H -6.670951 3.515959 -0.752929 -0.1 0.1 0.1 0.40
H -8.133251 2.557789 -0.383872 0.1 0.0 0.0 0.27
H -6.231045 0.796617 -0.032201 0.0 -0.1 0.1 0.37
H -4.617575 0.306101 -0.628540 0.0 -0.1 0.2 0.29
H -5.893173 -0.905130 -0.398838 -0.1 0.2 -0.4 0.36

***

56
Properties=species:S:1:pos:R:3:forces:R:3:mulliken_charge:R:1 method="wB97M-V/def2-TZVPD" homo_lumo_gap_ev="5.13 / 4.10" charge=+2 total_energy_ha=-1940.44173 spin_multiplicity=3 e_lumo_ha="-0.262 / -0.324" fmax_ev_per_a=2.03 s2=2.017
Au -1.419030 -0.773892 -0.520282 -1.0 0.8 -0.4 0.95
C 0.767987 -4.372239 0.108495 -0.1 -0.1 0.1 -1.46
C -0.194434 -3.234405 0.130265 0.7 0.2 -1.1 1.23
N -0.209406 -2.327861 -0.799949 0.5 -1.2 0.4 0.46
N 0.586210 -2.275512 -1.867586 0.8 -0.4 -0.3 -1.15
C 0.410962 -1.167478 -2.587816 -1.0 0.4 0.6 0.23
O -0.489339 -0.266795 -2.301513 1.1 -0.1 -1.3 -0.77
C 1.284975 -0.925435 -3.732969 0.3 -0.1 -0.2 0.69
C 2.333846 -1.805844 -4.018623 -0.1 0.1 0.1 -0.23
C 3.199761 -1.529771 -5.059565 0.0 0.0 0.0 -0.72
C 3.025943 -0.383332 -5.825163 0.0 0.0 0.0 -0.37
C 1.975941 0.485563 -5.555361 0.0 0.0 -0.1 -0.66
C 1.105668 0.216919 -4.515231 -0.1 -0.1 0.1 -0.37
C -1.189210 -3.042116 1.187901 -0.9 0.3 0.6 0.29
C -1.324948 -3.897907 2.277791 0.3 0.0 -0.4 -0.66
C -2.324784 -3.680274 3.206660 -0.3 0.2 0.1 -0.40
C -3.189632 -2.605115 3.038145 0.1 -0.3 0.2 -0.82
C -3.000412 -1.775586 1.952943 0.2 0.0 -0.2 -0.05
N -2.030655 -1.973426 1.059972 -0.2 -1.5 1.3 -0.27
H 1.437180 -4.267460 -0.740245 0.0 0.0 0.0 0.33
H 0.237993 -5.322843 0.018338 0.0 0.0 0.0 0.36
H 1.350933 -4.397415 1.031201 0.0 0.0 0.0 0.38
H 2.452631 -2.695391 -3.416844 0.0 0.0 0.0 0.44
H 4.016200 -2.206018 -5.274082 0.0 0.0 0.0 0.41
H 3.708627 -0.169969 -6.636891 0.0 0.0 0.0 0.41
H 1.839600 1.373743 -6.157332 0.0 0.0 0.0 0.41
H 0.278292 0.878594 -4.299680 0.0 0.0 0.0 0.42
H -0.646908 -4.733840 2.382130 0.0 0.0 0.0 0.41
H -2.439688 -4.344314 4.052282 0.0 0.0 0.0 0.45
H -3.998076 -2.421976 3.731118 0.0 0.0 0.0 0.42
H -3.646774 -0.923970 1.775831 0.0 0.0 0.0 0.42
N 0.110686 2.862032 1.722108 -0.3 0.0 -0.2 0.03
C 1.354633 2.849892 2.324309 0.4 0.0 0.2 0.33
C 1.824657 3.991356 2.973036 -0.1 0.1 0.0 -0.77
C 3.072466 3.987019 3.556050 0.0 0.0 0.0 -0.62
C 3.889144 2.849189 3.494645 0.0 -0.1 -0.1 -0.64
C 3.441023 1.712371 2.860702 0.2 0.0 0.1 -0.67
C 2.170800 1.703318 2.285363 -0.4 -0.2 -0.2 0.98
S 1.565141 0.269731 1.528036 0.0 0.3 0.1 -0.03
N 0.059282 0.635512 1.050872 0.0 0.7 0.2 -0.04
C -0.506632 1.811880 1.128183 1.1 -0.5 0.3 0.70
C -1.846889 2.018552 0.546361 -1.3 0.4 -0.5 0.99
C -2.525867 3.227350 0.711939 0.6 -0.3 0.2 -0.94
C -3.750867 3.437097 0.112103 -0.4 -0.1 -0.3 -0.52
C -4.304667 2.418907 -0.643758 0.0 0.3 0.2 -0.72
C -3.604550 1.232705 -0.753492 0.1 -0.3 0.0 -0.22
N -2.417239 1.023110 -0.181054 -0.1 1.5 0.5 -0.21
H -0.362369 3.753056 1.727024 0.0 0.0 0.0 0.04
H 1.201330 4.876912 3.016996 0.0 0.0 0.0 0.42
H 3.427040 4.872840 4.064689 0.0 0.0 0.0 0.43
H 4.870792 2.863239 3.946999 0.0 0.0 0.0 0.43
H 4.061283 0.826521 2.803128 0.0 0.0 0.0 0.44
H -2.113368 4.020232 1.320105 -0.1 0.0 0.0 0.37
H -4.265707 4.380843 0.228134 0.0 0.0 0.0 0.47
H -5.257682 2.536304 -1.139093 0.0 0.0 0.0 0.45
H -4.001894 0.405398 -1.327323 0.0 0.0 0.0 0.54

***

8
Properties=species:S:1:pos:R:3:forces:R:3:mulliken_charge:R:1 method="wB97M-V/def2-TZVPD" homo_lumo_gap_ev=11.52 charge=0 smiles="N=C=O.N#CO" relative_energy_kj_mol=124.6 total_energy_ha=-337.37697 spin_multiplicity=1 e_lumo_ha=0.011 fmax_ev_per_a=2.74
N 2.009455 -0.262945 0.796968 0.1 0.4 0.0 -0.40
C 1.387290 -0.078674 -0.204364 1.4 -0.8 0.4 0.58
O 1.067458 0.018430 -1.316423 -1.3 0.6 -1.2 -0.51
H 1.694314 -0.505687 1.698282 -0.3 -0.1 0.9 0.30
N -1.833187 0.163683 1.332653 0.1 0.2 -0.2 -0.41
C -1.790067 0.228340 0.180210 -0.2 -0.4 0.2 0.47
O -1.777832 0.198939 -1.112350 2.7 0.3 -0.5 -0.48
H -0.757430 0.237915 -1.374979 -2.4 -0.1 0.3 0.45